[1]
10 unconnected molecules or ions with the total composition C42H83F6N13O14S6. Source: OMol25; level of theory: ωB97M-V/def2-TZVPD.

Structure (XYZ):
```
164
C42H83F6N13O14S6 (ωB97M-V/def2-TZVPD)
C -2.609 -1.951 9.644
C -4.103 -2.210 9.175
N -4.642 -3.297 9.982
C -5.171 -3.123 11.225
C -5.591 -4.400 11.719
N -5.004 -5.352 10.847
C -4.461 -4.652 9.787
C -5.268 -6.785 10.837
H -2.166 -1.267 8.920
H -1.928 -2.796 9.540
H -2.454 -1.624 10.672
H -4.080 -2.392 8.101
H -4.717 -1.319 9.308
H -5.222 -2.150 11.690
H -6.178 -4.695 12.576
H -3.965 -5.083 8.930
H -5.442 -7.149 9.825
H -6.043 -7.125 11.524
H -4.286 -7.211 11.044
C -4.108 -6.494 -4.941
C -4.189 -6.920 -3.435
N -5.065 -6.127 -2.613
C -6.424 -6.035 -2.568
C -6.759 -5.079 -1.576
N -5.638 -4.411 -1.218
C -4.618 -4.899 -2.016
C -5.646 -3.387 -0.244
H -5.083 -6.636 -5.407
H -3.354 -7.012 -5.534
H -3.778 -5.455 -4.933
H -3.181 -6.682 -3.095
H -4.477 -7.954 -3.250
H -7.045 -6.668 -3.185
H -7.706 -4.712 -1.208
H -3.590 -4.569 -2.005
H -6.312 -2.624 -0.647
H -4.650 -2.945 -0.217
H -5.800 -3.651 0.802
C 4.070 -5.047 -3.047
C 4.260 -5.044 -4.571
N 4.278 -3.730 -5.199
C 5.291 -3.271 -6.123
C 4.829 -2.024 -6.488
N 3.656 -1.666 -5.761
C 3.346 -2.755 -4.992
C 3.014 -0.334 -5.773
H 4.659 -4.327 -2.480
H 4.258 -6.049 -2.661
H 2.994 -4.969 -2.888
H 3.392 -5.636 -4.861
H 5.120 -5.642 -4.873
H 6.141 -3.874 -6.407
H 5.271 -1.299 -7.156
H 2.522 -2.768 -4.294
H 1.963 -0.243 -6.044
H 3.603 0.285 -6.450
H 3.349 0.164 -4.863
C -10.183 6.817 -11.724
C -10.144 5.996 -10.422
N -8.853 5.410 -10.354
C -8.424 4.321 -11.144
C -7.180 3.770 -10.758
N -6.952 4.447 -9.532
C -7.919 5.433 -9.331
C -5.754 4.191 -8.734
H -10.143 6.203 -12.624
H -9.360 7.522 -11.838
H -11.111 7.386 -11.681
H -10.924 5.236 -10.381
H -10.108 6.706 -9.595
H -9.048 3.937 -11.937
H -6.417 3.083 -11.090
H -7.863 5.994 -8.410
H -4.807 4.415 -9.225
H -5.626 3.134 -8.500
H -5.745 4.787 -7.822
C -0.312 5.755 5.595
C -1.535 6.412 4.842
C -2.945 5.972 5.297
N -4.158 6.903 4.821
C -4.297 8.128 5.801
C -5.497 6.070 4.748
C -6.016 6.124 3.311
C -5.352 7.323 2.709
C -3.930 7.383 3.380
H -0.622 5.369 6.566
H 0.531 6.415 5.798
H 0.124 4.899 5.081
H -1.369 6.138 3.800
H -1.489 7.501 4.813
H -3.019 5.856 6.378
H -3.062 4.982 4.857
H -4.760 7.830 6.742
H -4.915 8.899 5.342
H -3.308 8.515 6.049
H -6.193 6.621 5.381
H -5.300 5.082 5.163
H -7.100 6.051 3.398
H -5.731 5.282 2.679
H -5.854 8.277 2.874
H -5.266 7.187 1.631
H -3.482 8.376 3.364
H -3.359 6.580 2.914
C 9.398 3.070 0.136
C 10.053 1.650 -0.260
C 11.097 2.116 -1.311
N 11.696 0.989 -2.149
C 10.601 -0.052 -2.608
C 12.629 1.270 -3.415
C 13.784 0.228 -3.420
C 13.517 -0.702 -2.225
C 12.698 0.223 -1.233
H 10.153 3.550 0.758
H 8.575 2.827 0.809
H 9.007 3.683 -0.676
H 9.278 0.958 -0.590
H 10.521 1.148 0.587
H 11.873 2.785 -0.938
H 10.606 2.755 -2.044
H 10.379 -0.694 -1.756
H 11.062 -0.586 -3.439
H 9.786 0.514 -3.061
H 11.975 1.230 -4.287
H 13.064 2.252 -3.229
H 13.898 -0.223 -4.406
H 14.731 0.708 -3.172
H 13.057 -1.643 -2.527
H 14.461 -0.933 -1.732
H 12.123 -0.280 -0.456
H 13.302 0.985 -0.739
N 8.695 -6.045 5.411
S 7.423 -4.966 4.959
O 7.348 -3.694 5.595
O 6.142 -5.497 4.439
F 8.115 -4.727 3.492
S 8.037 -6.288 6.796
O 6.927 -7.250 6.934
O 8.066 -5.252 7.808
F 9.226 -7.233 7.239
N -1.822 -9.541 5.544
S -0.703 -8.606 4.694
O -0.053 -9.101 3.471
O -0.018 -7.518 5.455
F -1.956 -7.831 3.877
S -1.083 -10.751 5.367
O 0.254 -10.852 5.945
O -1.215 -11.537 4.152
F -2.035 -11.658 6.361
N 0.011 -0.401 -0.212
S -0.480 1.193 -0.196
O 0.543 2.215 -0.408
O -1.506 1.478 0.800
F -1.324 1.083 -1.572
S 0.855 -0.370 1.019
O 0.389 0.074 2.306
O 2.327 -0.254 0.678
F 0.633 -1.953 1.187
C -2.530 8.896 -4.392
C -2.221 9.330 -5.911
O -1.054 9.822 -6.179
O -3.156 9.226 -6.630
H -2.041 9.595 -3.713
H -2.017 7.963 -4.158
H -3.586 8.969 -4.131
```

Values from the calculation:
- calculated total energy (a.u.) = -6402.43655
- Kohn-Sham gap (eV) = 3.29
- charge = +2

[2]
14 unconnected molecules or ions with the total composition C42H84O14. Source: OMol25; level of theory: ωB97M-V/def2-TZVPD.

Structure (XYZ):
```
140
C42H84O14 (ωB97M-V/def2-TZVPD)
C -2.990 5.460 4.684
C -2.713 4.258 3.797
O -3.349 4.074 2.805
C -1.711 3.260 4.334
H -2.118 6.101 4.812
H -3.352 5.153 5.665
H -3.729 6.171 4.313
H -0.799 3.783 4.624
H -1.558 2.605 3.477
H -2.040 2.667 5.188
C -5.476 0.882 -3.928
C -5.042 -0.515 -3.417
O -5.728 -1.191 -2.676
C -3.710 -0.990 -3.881
H -6.183 1.287 -3.204
H -5.840 0.854 -4.955
H -4.602 1.532 -3.951
H -3.536 -1.927 -3.351
H -3.019 -0.253 -3.473
H -3.644 -1.217 -4.945
C 3.938 2.002 -5.233
C 3.107 1.562 -3.966
O 2.501 0.489 -3.997
C 3.159 2.429 -2.659
H 4.971 1.992 -4.884
H 3.541 2.987 -5.480
H 3.872 1.435 -6.161
H 4.200 2.616 -2.395
H 2.880 1.829 -1.793
H 2.597 3.363 -2.644
C 6.310 -2.604 -1.893
C 5.196 -1.887 -1.156
O 5.066 -2.057 0.063
C 4.462 -0.824 -1.872
H 6.504 -3.483 -1.280
H 7.187 -1.958 -1.921
H 6.103 -2.891 -2.924
H 3.496 -1.216 -2.192
H 4.945 -0.468 -2.781
H 4.293 0.004 -1.184
C 0.902 0.286 -0.589
C -0.502 -0.205 -0.358
O -1.135 -0.577 -1.360
C -1.140 -0.195 1.054
H 1.282 0.131 -1.599
H 1.523 -0.317 0.073
H 1.008 1.342 -0.338
H -0.659 -0.899 1.734
H -2.214 -0.374 1.000
H -1.003 0.807 1.461
C -3.422 -2.940 -0.764
C -2.579 -4.037 -1.413
O -3.058 -4.821 -2.180
C -1.085 -4.122 -1.011
H -3.638 -3.171 0.280
H -4.427 -2.971 -1.186
H -2.985 -1.945 -0.838
H -0.444 -4.747 -1.632
H -1.013 -4.577 -0.024
H -0.555 -3.174 -0.925
C -4.146 -2.116 3.076
C -2.849 -2.874 3.346
O -1.970 -3.032 2.496
C -2.611 -3.317 4.761
H -4.960 -2.839 3.122
H -4.226 -1.571 2.135
H -4.277 -1.410 3.896
H -1.561 -3.532 4.958
H -3.024 -4.316 4.903
H -2.989 -2.595 5.485
C 0.730 4.115 0.477
C 0.928 3.875 1.969
O 0.772 2.748 2.456
C 1.098 5.103 2.847
H 0.410 5.138 0.279
H -0.010 3.439 0.048
H 1.662 3.923 -0.054
H 1.769 5.784 2.324
H 1.443 4.885 3.857
H 0.164 5.664 2.900
C -4.595 1.234 -0.162
C -4.205 2.560 -0.789
O -4.909 3.078 -1.627
C -2.863 3.120 -0.434
H -3.911 0.412 -0.378
H -5.581 0.930 -0.513
H -4.577 1.387 0.917
H -2.234 2.422 0.118
H -3.056 4.019 0.152
H -2.321 3.351 -1.351
C 3.274 -4.636 1.008
C 2.251 -3.600 0.656
O 1.924 -3.343 -0.484
C 1.529 -2.942 1.823
H 4.025 -4.059 1.546
H 3.550 -5.116 0.069
H 2.876 -5.398 1.679
H 0.512 -2.656 1.554
H 2.105 -2.058 2.096
H 1.502 -3.581 2.705
C 0.112 -1.054 4.413
C 0.145 -0.759 5.951
O -0.547 0.152 6.350
C 0.799 -1.702 6.964
H 1.139 -1.195 4.078
H -0.325 -0.213 3.876
H -0.414 -1.988 4.210
H 1.846 -1.912 6.744
H 0.324 -2.675 6.839
H 0.760 -1.376 8.003
C 5.495 -0.957 3.062
C 4.179 -0.447 3.532
O 3.737 -0.798 4.601
C 3.351 0.401 2.598
H 5.784 -0.648 2.058
H 5.329 -2.020 2.890
H 6.371 -0.772 3.684
H 3.166 0.043 1.585
H 3.798 1.395 2.566
H 2.388 0.600 3.069
C -0.338 2.799 -3.547
C -0.805 2.257 -4.865
O -1.928 1.744 -4.947
C 0.037 2.641 -6.112
H 0.639 2.388 -3.294
H -1.005 2.569 -2.716
H -0.323 3.886 -3.625
H 1.080 2.351 -5.980
H -0.149 3.701 -6.286
H -0.322 1.966 -6.888
C 1.111 -2.428 -3.501
C 0.005 -2.737 -4.489
O -0.234 -3.899 -4.843
C -0.666 -1.523 -5.155
H 0.741 -1.827 -2.671
H 1.936 -1.907 -3.987
H 1.639 -3.285 -3.083
H -0.944 -0.836 -4.355
H -1.544 -1.940 -5.648
H -0.062 -1.005 -5.899
```

Values from the calculation:
- calculated total energy (a.u.) = -2703.98716
- energy relative to the best compared isomer or geometry (same formula, charge and spin) (kcal per mole) = 36.79
- Kohn-Sham gap (eV) = 8.44

Look up the Kohn-Sham gap of the first one. 3.29 eV

Which of these has the lowest Kohn-Sham gap? C42H83F6N13O14S6